This record from the Open Molecules 2025 dataset describes a molecular structure, C22H39FeN10S2. The level of theory is wB97M-V/def2-TZVPD.

```
! RIJCOSX wB97M-V def2-TZVPD def2/J DEFGRID3
* xyz 1 5
Fe -0.031 -0.389 0.145
C 2.375 -2.036 2.405
C 0.895 -1.991 2.802
N 0.083 -0.841 2.356
C -1.249 -0.954 2.982
C -2.322 -0.320 2.129
N -2.280 -0.812 0.747
C -3.101 -2.005 0.502
C -2.536 -3.318 1.010
C -1.253 -3.868 0.372
N -0.271 -2.882 -0.119
C 1.059 -3.501 -0.199
C 2.079 -2.520 -0.738
N 2.039 -1.239 -0.008
C 2.859 -1.214 1.217
H 2.643 -3.084 2.261
H 2.984 -1.708 3.250
H 0.839 -2.070 3.893
H 0.388 -2.875 2.412
H 0.487 0.038 2.688
H -1.250 -0.513 3.982
H -1.460 -2.014 3.119
H -2.169 0.761 2.073
H -3.305 -0.482 2.586
H -2.670 -0.053 0.191
H -3.298 -2.057 -0.570
H -4.090 -1.869 0.957
H -3.316 -4.068 0.862
H -2.415 -3.254 2.092
H -1.511 -4.560 -0.437
H -0.747 -4.476 1.125
H -0.526 -2.645 -1.072
H 1.060 -4.397 -0.833
H 1.332 -3.835 0.803
H 1.849 -2.300 -1.781
H 3.080 -2.963 -0.710
H 2.457 -0.557 -0.634
H 2.937 -0.176 1.526
H 3.878 -1.541 0.980
N 0.680 2.063 2.168
N 1.398 1.624 0.999
H 1.011 2.976 2.463
H -0.282 2.194 1.869
H 2.366 1.530 1.275
H 1.362 2.338 0.268
N -1.791 -2.217 -2.992
C -0.764 -1.369 -3.312
N -0.059 -0.743 -2.421
C 0.895 0.058 -3.070
C 1.773 0.955 -2.467
C 2.684 1.644 -3.248
C 2.734 1.466 -4.630
C 1.846 0.608 -5.253
C 0.934 -0.076 -4.461
S -0.316 -1.168 -4.978
H -2.326 -1.947 -2.185
H -2.361 -2.549 -3.753
H 1.693 1.185 -1.413
H 3.351 2.354 -2.776
H 3.452 2.018 -5.222
H 1.855 0.482 -6.327
C -2.629 5.899 1.505
C -1.605 5.196 0.671
C -0.484 5.854 0.168
C 0.426 5.084 -0.526
N 0.243 3.784 -0.765
C -0.893 3.245 -0.293
S -1.271 1.577 -0.703
N -1.796 3.895 0.448
H -2.602 6.976 1.351
H -2.441 5.703 2.563
H -3.622 5.519 1.273
H -0.326 6.911 0.328
H 1.342 5.519 -0.912
*
```

Summary:
Frontier orbital gap (spin up / spin down) ... 0.3104 / 0.3120 Eh
<S²> ... 6.010
HOMO level (spin up / spin down) ... -10.2 / -10.3 eV

The Mulliken scheme yields these atomic charges, measured in e:
1. Fe 2.64
2. C -1.10
3. C -0.95
4. N 0.05
5. C -0.86
6. C -0.98
7. N -0.18
8. C -1.23
9. C -0.38
10. C -1.28
11. N 0.56
12. C -1.03
13. C -1.07
14. N 0.30
15. C -0.93
16. H 0.32
17. H 0.47
18. H 0.65
19. H 0.32
20. H 0.45
21. H 0.43
22. H 0.41
23. H 0.25
24. H 0.50
25. H 0.30
26. H 0.39
27. H 0.51
28. H 0.55
29. H 0.18
30. H 0.47
31. H 0.37
32. H -0.06
33. H 0.66
34. H 0.45
35. H 0.31
36. H 0.49
37. H 0.13
38. H 0.16
39. H 0.47
40. N -0.75
41. N -0.37
42. H 0.33
43. H -0.09
44. H 0.36
45. H -0.01
46. N -0.30
47. C 0.17
48. N 0.82
49. C -0.62
50. C 1.06
51. C -1.02
52. C -0.64
53. C -0.48
54. C 0.39
55. S -0.33
56. H -0.02
57. H 0.32
58. H -0.85
59. H 0.44
60. H 0.41
61. H 0.43
62. C -1.18
63. C 0.84
64. C -0.70
65. C -0.37
66. N -0.38
67. C -0.19
68. S -0.39
69. N -0.42
70. H 0.38
71. H 0.26
72. H 0.33
73. H 0.39
74. H 0.44